171
Properties=species:S:1:pos:R:3:forces:R:3 method="wB97M-V/def2-TZVPD" spin_multiplicity=1 total_energy_ev=-91041.0642 homo_ha=-0.333
C 7.492 -2.683 -0.258 -0.308 -0.270 -0.171
C 6.398 -2.029 -1.101 0.281 0.559 0.377
C 5.351 -1.264 -0.268 0.063 -1.065 -0.417
C 4.025 -2.028 -0.123 0.031 0.601 0.359
C 2.782 -1.149 -0.336 0.397 -0.901 0.162
C 1.678 -1.545 0.628 0.053 0.444 -0.727
C 0.379 -0.754 0.442 -0.010 -0.428 0.755
C -0.181 -0.243 1.776 -0.365 -0.121 -0.496
C -1.713 -0.176 1.823 0.373 0.399 0.714
C -2.246 1.250 1.727 -0.087 -0.399 -0.683
C -3.661 1.379 1.151 0.456 0.007 0.580
C -3.720 1.524 -0.365 -0.052 0.221 0.329
C -2.892 0.524 -1.129 -0.270 0.312 0.318
O -2.948 0.752 -2.553 0.046 -1.097 0.134
S -4.119 0.096 -3.462 -0.782 0.373 0.799
O -3.549 0.212 -4.756 0.350 0.281 -1.387
O -4.024 -1.559 -3.128 0.358 -0.024 0.870
O -5.368 -1.991 -3.429 -0.375 0.153 -0.415
C -5.703 -3.163 -2.681 0.278 0.092 0.038
C -6.587 -2.919 -1.464 0.001 0.179 -0.035
C -6.302 -1.614 -0.755 -0.092 -0.067 0.224
C -6.637 -4.124 -0.510 0.379 0.086 -0.517
C -5.341 -4.870 -0.215 0.139 0.148 0.378
C -5.609 -5.853 0.917 -0.492 0.219 -0.420
C -4.198 -3.982 0.224 0.312 0.127 -0.070
H 8.398 -2.096 -0.229 0.254 0.128 0.046
H 7.728 -3.667 -0.643 0.303 -0.235 -0.099
H 7.169 -2.830 0.763 -0.091 -0.069 0.351
H 5.908 -2.772 -1.716 -0.175 -0.136 -0.237
H 6.874 -1.311 -1.760 0.082 0.003 -0.380
H 5.768 -1.153 0.724 0.114 0.589 0.225
H 5.182 -0.302 -0.730 -0.114 0.401 0.069
H 4.014 -2.888 -0.778 -0.151 -0.252 -0.253
H 3.965 -2.419 0.889 0.043 -0.225 0.213
H 2.439 -1.318 -1.351 -0.142 0.417 -0.339
H 3.068 -0.114 -0.191 -0.161 0.368 -0.102
H 1.487 -2.599 0.459 -0.076 -0.352 0.238
H 2.067 -1.425 1.630 0.015 -0.018 0.403
H -0.364 -1.425 0.028 -0.193 -0.073 -0.401
H 0.529 0.067 -0.248 -0.007 0.197 -0.258
H 0.165 -0.884 2.576 0.189 -0.166 0.173
H 0.219 0.749 1.945 0.197 0.268 0.347
H -2.152 -0.810 1.073 -0.160 -0.361 -0.450
H -2.021 -0.580 2.782 -0.307 -0.193 0.170
H -1.570 1.792 1.073 0.199 0.434 -0.049
H -2.181 1.688 2.714 -0.036 0.320 0.191
H -4.086 2.270 1.593 -0.407 0.227 0.000
H -4.264 0.550 1.512 -0.195 -0.278 -0.050
H -3.350 2.520 -0.589 0.031 0.222 -0.290
H -4.761 1.482 -0.666 -0.247 -0.023 -0.255
H -3.166 -0.485 -0.861 -0.217 -0.484 -0.278
H -1.856 0.646 -0.860 0.445 -0.022 -0.120
H -6.257 -3.763 -3.392 -0.040 -0.224 -0.299
H -4.783 -3.685 -2.461 0.261 -0.103 0.139
H -7.595 -2.799 -1.849 -0.306 -0.037 -0.164
H -5.374 -1.630 -0.212 0.499 0.115 0.151
H -7.093 -1.446 -0.035 -0.191 0.122 0.265
H -6.314 -0.786 -1.446 0.103 0.311 -0.242
H -7.325 -4.853 -0.924 -0.322 -0.203 0.029
H -7.039 -3.780 0.438 -0.254 0.062 0.213
H -5.009 -5.411 -1.094 -0.070 -0.273 -0.312
H -5.693 -5.289 1.838 0.095 0.050 0.401
H -4.827 -6.590 1.002 0.220 -0.285 0.138
H -6.572 -6.327 0.765 -0.104 -0.418 -0.003
H -4.513 -3.316 1.014 -0.140 0.283 0.338
H -3.775 -3.383 -0.574 0.056 0.195 -0.196
H -3.398 -4.590 0.629 0.277 -0.165 0.057
C -7.992 3.225 4.064 0.045 -0.043 0.086
C -7.362 4.526 4.557 -0.044 0.040 -0.122
C -5.879 4.234 4.390 0.054 -0.125 0.095
O -5.767 3.341 3.273 -0.035 0.022 0.000
C -7.059 2.845 2.921 0.000 0.095 -0.072
H -9.028 3.329 3.746 -0.002 0.018 -0.018
H -7.951 2.469 4.852 0.000 -0.012 -0.005
H -7.661 5.353 3.909 0.002 0.009 0.005
H -7.625 4.785 5.581 0.023 -0.032 0.025
H -5.471 3.740 5.274 -0.014 0.069 0.052
H -5.290 5.130 4.193 0.038 -0.023 -0.049
H -7.369 3.317 1.982 -0.064 -0.036 0.001
H -6.998 1.767 2.762 0.053 0.001 -0.007
C 4.154 -6.495 -3.769 -0.069 -0.076 0.045
C 2.827 -5.872 -4.199 0.069 0.089 -0.021
C 2.198 -5.531 -2.855 -0.014 -0.093 0.050
O 3.278 -5.244 -1.964 0.009 -0.014 -0.041
C 4.515 -5.644 -2.559 0.010 0.112 -0.046
H 4.920 -6.475 -4.542 0.002 0.027 -0.010
H 4.000 -7.533 -3.469 0.010 -0.005 0.006
H 3.010 -4.961 -4.772 -0.012 0.008 -0.001
H 2.205 -6.532 -4.801 -0.003 -0.025 0.012
H 1.634 -6.380 -2.453 -0.038 0.000 -0.048
H 1.534 -4.668 -2.903 0.018 0.030 0.044
H 5.064 -4.744 -2.857 0.050 -0.037 -0.023
H 5.110 -6.182 -1.820 -0.027 0.019 0.048
C -3.528 1.713 -7.667 0.057 -0.068 -0.159
C -2.464 2.683 -8.175 -0.033 0.071 0.097
C -3.311 3.724 -8.895 -0.044 -0.061 -0.074
O -4.564 3.771 -8.209 0.030 -0.116 -0.045
C -4.661 2.660 -7.309 0.056 0.079 0.109
H -3.206 1.106 -6.826 -0.013 0.034 0.003
H -3.836 1.044 -8.475 -0.019 0.015 -0.010
H -1.945 3.141 -7.329 0.011 0.004 -0.003
H -1.719 2.223 -8.822 -0.014 -0.012 -0.023
H -3.496 3.436 -9.936 0.064 0.007 -0.015
H -2.861 4.719 -8.888 -0.054 0.032 0.010
H -4.552 3.034 -6.284 -0.007 -0.057 0.022
H -5.646 2.203 -7.407 -0.029 0.049 -0.033
C -4.488 6.634 -6.576 -0.040 0.058 -0.136
C -3.423 7.599 -7.091 -0.003 0.039 0.157
C -4.273 8.642 -7.805 -0.046 -0.086 -0.089
O -5.518 8.696 -7.107 0.013 -0.013 0.010
C -5.614 7.590 -6.205 0.108 0.065 0.126
H -4.159 6.023 -5.736 0.010 0.014 0.017
H -4.805 5.965 -7.375 -0.008 -0.054 0.023
H -2.891 8.056 -6.253 0.015 0.016 -0.015
H -2.687 7.134 -7.746 -0.018 -0.012 -0.025
H -4.470 8.350 -8.843 0.063 -0.002 -0.013
H -3.820 9.634 -7.805 -0.044 0.030 0.014
H -5.497 7.968 -5.183 -0.017 -0.052 0.020
H -6.602 7.139 -6.295 -0.025 0.040 -0.044
C 11.360 -5.941 1.591 0.058 0.084 0.080
C 10.736 -5.788 2.978 -0.072 -0.058 -0.050
C 10.262 -4.340 2.945 0.097 0.044 -0.034
O 9.934 -4.053 1.585 0.029 -0.038 0.055
C 10.423 -5.098 0.739 -0.154 -0.014 -0.051
H 11.428 -6.972 1.250 -0.018 -0.009 -0.009
H 12.364 -5.512 1.581 0.007 -0.001 -0.027
H 9.882 -6.461 3.079 -0.007 0.004 0.014
H 11.425 -5.988 3.797 0.021 0.016 -0.002
H 11.056 -3.655 3.263 0.002 -0.031 0.064
H 9.385 -4.165 3.571 -0.027 0.031 -0.032
H 9.565 -5.687 0.391 0.043 -0.049 -0.018
H 10.918 -4.662 -0.126 0.011 0.048 0.014
C -3.303 3.930 9.375 0.040 0.124 0.031
C -4.637 4.266 10.038 -0.033 -0.105 -0.058
C -5.332 5.062 8.940 0.081 0.089 -0.010
O -4.851 4.544 7.698 0.002 0.001 0.046
C -3.722 3.695 7.932 -0.072 -0.103 -0.008
H -2.799 3.070 9.814 -0.003 -0.018 -0.007
H -2.629 4.787 9.434 0.018 -0.007 -0.008
H -5.190 3.349 10.249 -0.018 0.005 0.002
H -4.540 4.825 10.968 0.020 0.024 -0.006
H -5.072 6.124 8.995 -0.029 0.005 0.061
H -6.418 4.970 8.971 -0.010 -0.008 -0.056
H -4.032 2.656 7.772 0.055 -0.020 0.015
H -2.935 3.934 7.217 -0.028 0.039 -0.031
C 11.801 -5.234 -4.277 0.043 0.107 0.022
C 13.278 -5.606 -4.165 -0.045 -0.105 0.010
C 13.570 -5.267 -2.710 -0.014 0.117 -0.001
O 12.353 -5.485 -1.991 0.004 -0.013 -0.066
C 11.273 -5.656 -2.912 0.015 -0.116 -0.001
H 11.284 -5.726 -5.099 0.005 -0.028 0.000
H 11.695 -4.155 -4.406 -0.016 0.004 0.002
H 13.408 -6.676 -4.338 0.013 -0.004 0.003
H 13.921 -5.069 -4.861 -0.005 0.029 0.002
H 13.857 -4.216 -2.596 0.046 -0.007 -0.035
H 14.356 -5.888 -2.278 -0.026 -0.015 0.051
H 10.978 -6.711 -2.909 -0.044 0.011 -0.043
H 10.422 -5.058 -2.583 0.018 0.010 0.055
C 0.652 7.355 8.627 0.052 0.023 -0.110
C -0.375 7.651 7.535 -0.065 -0.053 0.081
C -0.119 6.514 6.554 0.110 0.034 -0.018
O 0.326 5.402 7.334 -0.016 0.025 0.014
C 0.633 5.833 8.660 -0.141 -0.015 0.053
H 0.412 7.802 9.590 -0.026 -0.008 0.008
H 1.637 7.713 8.321 0.009 -0.002 0.005
H -1.386 7.576 7.943 -0.010 0.003 -0.011
H -0.265 8.634 7.081 0.024 0.004 -0.010
H 0.669 6.775 5.840 -0.032 0.045 -0.021
H -1.010 6.226 5.995 0.001 -0.055 0.007
H -0.150 5.462 9.332 0.043 0.026 0.066
H 1.585 5.402 8.970 0.004 -0.052 -0.053